# 1
Entry from the Open Molecules 2025 dataset: an isolated ion of composition C9H12N3 and charge +1 (wB97M-V/def2-TZVPD).

CARTESIAN COORDINATES (ANGSTROEM)
C (-4.529, -0.079, -0.423)
C (-2.102, 1.495, -0.136)
C (-0.997, 2.236, -0.006)
C (-0.940, -0.449, 0.711)
C (-2.108, 0.131, 0.406)
C (0.203, 1.754, 0.743)
C (0.375, 0.208, 0.585)
C (1.448, -1.768, -0.833)
C (1.067, -0.243, -0.775)
N (-5.420, 0.345, -0.967)
N (-3.430, -1.703, 0.967)
N (-3.255, -0.648, 0.359)
H (-2.936, 1.784, -0.562)
H (-1.113, 3.270, -0.446)
H (-1.003, -1.453, 0.888)
H (1.167, 2.369, 0.385)
H (0.186, 1.853, 1.768)
H (0.873, -0.028, 1.498)
H (2.363, -1.879, -0.504)
H (1.510, -1.922, -1.883)
H (0.653, -2.344, -0.369)
H (0.389, 0.150, -1.670)
H (2.073, 0.385, -0.907)
H (-2.812, -2.072, 1.649)

Its total charge is +1. The energy above the lowest of the compared OMol25 structures with the same formula, charge and spin comes out at 700.3 kJ/mol. The orbital gap (alpha / beta) is 6.4 / 6.4 eV. The SMILES is [H]/N=[N+](/C#N)C1=C[C@@H](CC)CC=C1. The spin multiplicity is 1. As for the HOMO energy (alpha / beta): -13.312 / -13.312 eV.

Charges in e, computed with Löwdin, in the same order as the atoms: -0.04 -0.02 -0.03 0.07 -0.17 -0.12 -0.28 -0.06 -0.16 0.24 0.28 -0.01 0.05 0.15 0.09 0.18 0.09 0.14 0.02 0.07 0.07 0.15 0.15 0.12


# 2
Entry from the Open Molecules 2025 dataset: an isolated ion of composition C9H12N3O2S and charge +1 (wB97M-V/def2-TZVPD).

CARTESIAN COORDINATES (ANGSTROEM)
C (-0.932, 3.183, 0.016)
C (-2.139, 2.912, 0.630)
C (-0.139, 2.196, -0.554)
C (-2.530, 1.592, 0.688)
C (-0.591, 0.866, -0.556)
C (-1.845, 0.611, 0.042)
C (1.891, -1.377, 0.204)
C (0.102, -0.252, -1.231)
C (3.310, -1.586, 0.360)
N (-0.721, -1.532, -1.013)
N (1.032, -1.989, 1.074)
N (1.450, -0.569, -0.798)
O (-3.308, -1.758, -0.468)
O (-1.650, -1.554, 1.365)
S (-2.074, -1.177, 0.023)
H (-0.405, 4.177, -0.021)
H (-2.681, 3.675, 0.994)
H (0.926, 2.257, -0.894)
H (-3.415, 1.351, 1.360)
H (0.184, -0.135, -2.324)
H (3.677, -1.106, 1.273)
H (3.862, -1.262, -0.433)
H (3.520, -2.705, 0.434)
H (-0.966, -2.006, -1.893)
H (1.374, -1.927, 2.043)
H (-0.066, -1.824, 1.013)
H (2.133, -0.059, -1.337)

Its total charge is +1. The energy above the lowest of the compared OMol25 structures with the same formula, charge and spin comes out at 0.0 kJ/mol. The orbital gap is 10.0 eV. The SMILES is C/C(N)=[NH+]/[C@H]1NS(=O)(=O)c2ccccc21. The spin multiplicity is 1. As for the HOMO energy: -13.522 eV.

Charges in e, computed with Löwdin, in the same order as the atoms: -0.04 -0.03 -0.01 -0.03 -0.18 -0.20 -0.30 -0.25 0.02 -0.06 0.19 0.14 -0.25 -0.30 0.77 0.14 0.09 0.13 0.16 0.18 0.12 0.06 0.15 0.13 0.15 0.08 0.16